C60H144F2N4O7P3S2 | wB97M-V/def2-TZVPD

The spin multiplicity is 1. The value obtained for the energy is -139774.2063 eV. Its total charge is +5.

Structure (XYZ):
```
222
Properties=species:S:1:pos:R:3:forces:R:3
C -4.280310 12.196730 -11.838700 0.262 0.831 0.290
C -5.236890 12.559070 -13.026350 1.823 0.708 0.769
C -5.372280 14.047230 -13.439860 0.543 2.378 0.141
O -4.145660 14.737480 -13.805140 0.033 -2.163 0.003
C -4.210300 16.045980 -14.333380 -0.053 1.316 0.091
N -4.727690 11.750310 -14.226920 -1.176 -0.632 -0.973
H -4.524160 12.242090 -15.085310 0.308 1.017 -0.139
H -4.001610 11.052440 -14.150140 0.742 0.074 0.919
H -5.532220 11.193330 -14.477110 -0.370 -0.420 -0.398
H -3.277010 12.620460 -11.882850 0.162 -0.035 -1.144
H -4.159710 11.127500 -11.664620 -0.333 -0.064 -0.262
H -4.496020 12.639680 -10.866410 -1.183 -0.052 -0.134
H -6.230220 12.135300 -12.878690 0.017 0.376 0.325
H -5.778500 14.677850 -12.649020 -0.207 -0.727 0.866
H -6.118950 14.265360 -14.203410 -0.078 -0.840 -0.623
H -4.174690 16.842220 -13.589860 -0.293 -0.326 0.783
H -5.084180 16.298070 -14.934110 -0.159 -0.607 -0.255
H -3.308920 16.291850 -14.894770 -0.026 -0.780 -0.319
C -19.773210 8.506780 -7.892620 0.730 -1.092 0.370
C -20.263220 7.139700 -8.403190 -1.337 0.595 -0.261
C -20.101250 5.897510 -7.452800 1.456 0.826 0.215
O -19.749980 6.322550 -6.151030 -0.809 1.374 -0.965
C -19.805100 5.389730 -5.108340 -0.075 -1.141 -0.241
N -21.782300 7.298120 -8.733530 0.959 -0.762 0.816
H -22.110230 6.418060 -9.105100 -0.360 -0.240 -0.356
H -22.265750 7.446240 -7.859200 -0.530 0.510 0.206
H -21.916500 8.037570 -9.408290 -0.322 0.385 -0.053
H -19.996660 9.401090 -8.474330 -0.392 -0.377 -0.341
H -18.687890 8.408200 -7.914080 0.102 0.216 0.289
H -20.075180 8.648070 -6.854860 0.035 0.031 -0.079
H -19.926880 6.937750 -9.420150 0.697 -0.219 0.297
H -19.259550 5.334280 -7.855820 0.031 -0.281 -0.198
H -20.965620 5.233480 -7.457880 -0.356 0.035 -0.008
H -20.614980 4.677470 -5.266130 -0.392 0.043 0.108
H -19.959440 5.905740 -4.160700 0.238 -0.005 -0.195
H -18.904500 4.776050 -5.128910 0.263 0.124 0.402
C -8.922530 0.671690 -13.921630 1.133 0.086 0.421
C -9.755050 1.202450 -12.780010 -1.112 0.571 0.135
C -10.966010 0.372400 -12.414710 -2.944 -0.290 -0.860
O -11.926680 0.590190 -13.490860 1.245 -0.078 -0.210
C -13.291900 0.592420 -13.128670 -0.594 -0.077 0.768
N -8.957110 1.531220 -11.554050 0.415 -0.554 0.230
H -9.515910 2.007530 -10.860530 -0.482 0.520 0.137
H -8.567880 0.749990 -11.045830 0.592 -0.561 -0.152
H -8.240180 2.161220 -11.884510 0.689 0.185 0.356
H -8.115050 1.345770 -14.207470 -0.306 0.598 -0.176
H -9.513150 0.444510 -14.809130 -0.082 -0.077 0.317
H -8.317980 -0.173840 -13.593440 -0.525 -0.634 -0.057
H -10.105600 2.224150 -12.926100 -0.526 -0.198 -1.011
H -11.517910 0.649080 -11.516410 0.532 0.798 0.532
H -10.870690 -0.702730 -12.262710 0.870 -0.210 -0.405
H -13.646550 -0.364390 -12.745500 0.297 -0.245 0.190
H -13.976270 0.808570 -13.949050 0.737 0.133 -0.463
H -13.479640 1.357860 -12.375710 -0.001 0.097 0.229
C -6.988930 -4.904600 -1.894990 -0.445 0.448 -0.602
C -6.590830 -4.182850 -3.218130 -0.250 -1.856 1.053
C -6.718550 -2.695780 -3.193350 0.176 1.422 0.223
C -8.156230 -2.134290 -3.018850 0.421 -0.304 -0.190
P -8.538170 -0.378830 -3.255810 0.837 0.040 -1.227
C -9.732970 -0.407280 -4.641300 -1.812 -0.367 0.999
C -11.149940 -0.974600 -4.174110 -0.743 -0.389 -0.866
C -12.161340 -0.865230 -5.349190 -0.404 1.021 0.206
C -13.672890 -1.119370 -5.118610 0.484 -0.165 0.013
C -7.086990 0.674100 -3.756560 0.716 -1.439 1.408
C -6.016210 0.825860 -2.584500 -1.246 2.022 0.736
C -4.627390 1.335700 -3.002600 -0.490 -0.520 -1.543
C -4.762390 2.552760 -3.990270 0.016 -0.896 1.095
C -9.227220 0.101000 -1.647460 0.496 0.056 -0.988
C -9.451230 1.554370 -1.320050 -0.697 -0.148 1.181
C -9.799550 1.608080 0.171980 -0.678 1.350 0.878
C -10.364860 3.008040 0.544370 -0.344 -0.484 0.303
H -6.336150 -4.568860 -1.089220 -0.293 0.293 0.160
H -6.889670 -5.990040 -1.886630 0.139 0.038 -0.557
H -8.045950 -4.714900 -1.708390 0.031 0.116 0.535
H -7.180860 -4.534090 -4.064650 0.041 -0.413 -0.007
H -5.558550 -4.512840 -3.334810 0.127 0.511 -0.667
H -6.363390 -2.342210 -4.161310 0.150 0.223 -0.077
H -6.049180 -2.279660 -2.440430 0.000 0.115 0.099
H -8.597360 -2.277150 -2.032400 0.104 -0.765 -0.016
H -8.757070 -2.616370 -3.790010 -0.326 -0.250 0.271
H -9.404140 -1.052280 -5.456140 0.470 -0.042 0.166
H -9.916670 0.573820 -5.079230 0.147 0.194 0.221
H -11.600070 -0.491000 -3.307150 0.325 0.658 -0.069
H -11.199180 -2.019490 -3.867700 0.905 -0.269 -0.033
H -11.844310 -1.407940 -6.239730 0.245 -0.254 0.135
H -12.156530 0.186250 -5.636370 0.269 0.213 -0.218
H -13.973170 -2.164190 -5.039290 0.231 -0.051 0.077
H -14.172370 -0.708260 -5.995880 -0.156 -0.072 0.048
H -14.063570 -0.588050 -4.250760 0.132 0.031 0.058
H -7.552350 1.555880 -4.197030 0.548 0.324 0.215
H -6.476650 0.139430 -4.484360 -0.676 -0.192 -0.683
H -5.982370 -0.020930 -1.899000 0.130 -0.454 -0.514
H -6.395080 1.611060 -1.930260 -0.294 0.174 0.184
H -4.211500 0.493730 -3.555970 0.573 0.054 -0.149
H -3.964340 1.490460 -2.151410 -0.329 0.222 0.077
H -4.986820 2.134990 -4.971690 0.018 0.376 -0.097
H -3.875500 3.185020 -4.032480 0.025 -0.249 -0.081
H -5.591210 3.175330 -3.653270 -0.041 0.149 -0.149
H -8.465950 -0.334830 -1.000450 -0.044 -0.031 0.397
H -10.159280 -0.448910 -1.517290 0.090 -0.229 0.031
H -10.321090 1.950760 -1.843810 0.234 0.119 -0.385
H -8.578100 2.193890 -1.449490 -0.037 -0.065 -0.399
H -8.966130 1.256070 0.779940 0.280 0.375 0.032
H -10.634280 0.995090 0.511920 0.016 -0.730 -0.719
H -11.337210 3.075070 0.056360 0.196 0.394 -0.715
H -9.737350 3.874510 0.335650 -0.027 -0.134 -0.147
H -10.733880 3.071800 1.568020 0.712 -0.169 0.376
C 2.925280 12.941090 3.485210 0.724 -0.040 -0.807
C 3.888660 11.964700 2.716210 -1.065 0.169 0.757
C 3.808400 10.510790 3.220440 -0.912 0.740 -0.028
C 2.393710 9.858360 3.017330 0.648 -1.018 -0.826
P 2.374980 8.059140 3.362550 -0.859 1.732 0.444
C 2.427040 8.110710 5.175100 0.697 -2.410 0.728
C 3.763250 7.510300 5.796220 -0.351 1.201 -1.201
C 3.728270 7.313290 7.298730 -0.388 -0.580 0.561
C 2.501450 6.633010 7.940410 -0.543 0.324 -0.266
C 0.773180 7.323950 2.771360 -0.668 0.158 0.307
C -0.562400 7.933270 3.350400 -0.018 0.020 0.046
C -1.910460 7.658000 2.564240 1.164 0.398 0.396
C -1.938900 8.541210 1.272140 0.375 -1.224 0.226
C 3.779710 7.135550 2.717860 -0.458 0.079 -1.909
C 3.835790 6.855140 1.119270 -0.808 1.331 1.445
C 4.200910 8.102130 0.254830 0.680 -0.778 1.846
C 4.223290 7.811770 -1.199860 0.558 0.337 -0.924
H 2.989950 12.907020 4.572760 0.282 -0.401 0.028
H 1.868300 12.859910 3.231640 0.059 -0.115 -0.223
H 3.280460 13.935220 3.213810 -0.388 0.176 0.007
H 4.889400 12.370940 2.863120 0.135 -0.349 0.023
H 3.706060 11.975560 1.641670 -0.176 0.231 -0.055
H 3.997870 10.611520 4.289110 0.179 -0.614 0.127
H 4.592580 9.938090 2.725280 -0.080 -0.209 0.168
H 2.023140 9.851630 1.992280 0.195 0.788 -0.336
H 1.591100 10.243670 3.646170 0.202 0.302 0.051
H 1.759800 7.294580 5.452270 -0.609 0.091 0.163
H 2.012170 9.008550 5.633220 0.338 0.181 -0.315
H 4.635130 8.116460 5.550290 -0.057 0.547 0.156
H 3.987070 6.650000 5.165430 -0.248 -0.663 0.808
H 3.782640 8.283610 7.792310 0.418 0.098 -0.136
H 4.621540 6.741980 7.551260 0.085 0.144 0.126
H 1.708440 7.356750 8.128670 -0.031 0.266 -0.117
H 2.698700 6.227040 8.932570 0.335 -0.155 -0.211
H 2.010830 5.873710 7.331430 0.345 -0.338 -0.062
H 0.797660 6.277130 3.074110 0.193 -0.197 -0.116
H 0.720080 7.343930 1.682840 0.371 0.082 -0.101
H -0.434630 9.013820 3.415170 -0.130 0.140 0.064
H -0.651660 7.560340 4.370720 -0.106 0.095 0.074
H -2.769920 7.831690 3.211740 0.156 1.129 0.219
H -2.093650 6.583550 2.555340 0.645 -0.335 -1.320
H -0.998770 8.505570 0.721700 0.415 -0.228 0.242
H -2.042040 9.595690 1.528120 -0.524 -0.122 0.008
H -2.626730 8.184900 0.505290 -0.529 0.345 0.367
H 3.645890 6.215680 3.287080 0.649 -0.293 -0.221
H 4.677530 7.694090 2.982540 0.063 -0.315 0.402
H 2.851680 6.502050 0.811130 0.022 -0.288 -0.068
H 4.561250 6.052330 0.987720 -0.022 0.129 -0.161
H 5.177730 8.446290 0.594650 0.449 -0.224 -0.147
H 3.638570 9.020420 0.423970 -0.849 -0.328 0.276
H 4.968400 7.090310 -1.535150 0.003 -0.231 0.381
H 4.563660 8.757390 -1.621810 -0.435 -0.065 -0.731
H 3.257820 7.484540 -1.585720 -0.040 0.283 -0.092
C -4.054010 19.303630 3.375340 -1.848 -0.539 0.009
C -3.699420 19.992960 2.066740 0.949 -1.111 -0.403
C -4.817990 20.747170 1.355740 0.269 -0.094 0.942
C -6.013740 19.775700 0.992610 1.060 0.575 0.467
P -7.267880 20.484750 -0.055060 -1.517 0.469 -0.295
C -6.727340 20.826330 -1.800830 0.332 -0.558 0.858
C -7.855820 21.356740 -2.713780 1.220 0.625 -0.122
C -7.505040 21.370940 -4.220630 -0.887 -1.263 -0.589
C -7.445700 19.926660 -4.762610 -0.521 0.250 0.707
C -8.674180 19.327930 -0.024000 -0.032 -0.853 -0.026
C -8.541590 17.783760 -0.332910 0.837 1.067 -0.531
C -8.543830 17.434960 -1.819820 0.426 0.827 0.109
C -8.150610 16.017240 -2.077720 -1.471 -2.261 -0.339
C -7.784640 22.138170 0.558080 1.780 -0.284 2.078
C -7.863360 22.316940 2.169490 -0.440 0.236 -0.593
C -7.531580 23.772360 2.718170 -0.443 -1.051 -0.955
C -7.609630 23.909010 4.255430 0.127 -0.607 -0.898
H -3.267040 18.992300 4.062260 0.216 0.284 -0.429
H -4.701100 18.439370 3.225600 0.307 -0.565 -0.295
H -4.780590 19.897530 3.929830 0.371 0.678 0.347
H -3.413010 19.316110 1.261800 0.537 -0.778 0.434
H -2.777900 20.525080 2.302870 -0.327 0.880 -0.532
H -4.362100 21.287290 0.525960 -0.309 -0.317 -0.457
H -5.070080 21.537250 2.063070 -0.987 0.049 -0.149
H -6.411630 19.292380 1.884900 -0.683 0.920 0.478
H -5.802590 18.806710 0.540310 1.086 0.191 -0.865
H -6.164540 19.948780 -2.119040 -0.453 -0.375 -0.349
H -5.932510 21.569920 -1.742360 -0.058 0.302 0.192
H -7.986410 22.383300 -2.371410 -0.393 0.081 -0.117
H -8.799330 20.825000 -2.590730 0.069 -0.087 -0.005
H -6.570420 21.782340 -4.601860 0.067 0.705 0.904
H -8.316400 21.894930 -4.725840 0.031 0.174 0.032
H -6.519690 19.523650 -4.352500 0.127 -0.489 -0.718
H -7.575240 19.882140 -5.843970 0.695 0.009 0.026
H -8.254550 19.306660 -4.376020 -0.166 0.036 0.197
H -9.414950 19.801270 -0.668450 -0.227 -0.184 -0.104
H -9.098540 19.342040 0.979900 0.152 0.586 0.187
H -9.347610 17.311180 0.228420 -0.025 -0.195 -0.297
H -7.606000 17.355020 0.026200 0.077 0.247 0.596
H -7.810600 17.993330 -2.401780 0.230 0.717 0.431
H -9.491470 17.780260 -2.233150 -0.253 -0.663 -0.278
H -8.160600 15.745420 -3.133230 0.378 0.374 -0.162
H -8.892310 15.310400 -1.705740 -0.502 0.091 0.279
H -7.266740 15.574220 -1.618820 0.529 0.929 -0.005
H -8.541350 22.627230 -0.055360 -0.065 -0.170 0.250
H -6.816410 22.607080 0.382700 0.081 0.622 -0.593
H -7.192980 21.621990 2.675180 0.095 -0.204 -0.273
H -8.870990 22.004510 2.443660 -0.076 0.258 0.336
H -8.240320 24.412070 2.192290 -0.152 0.346 0.379
H -6.558940 24.091250 2.343480 0.215 -0.154 0.021
H -8.490300 23.362370 4.592620 -0.264 0.571 0.266
H -7.570350 24.962830 4.531160 -0.422 -0.159 0.128
H -6.777980 23.423780 4.766320 0.231 -0.044 -0.231
N -10.371390 5.683200 -7.650340 5.571 2.214 -0.662
S -9.336090 6.966320 -7.179040 2.204 -0.158 0.347
O -9.058390 6.937470 -5.735730 -0.995 0.617 -2.564
O -9.420280 8.230830 -7.925010 0.162 -2.807 1.585
F -8.034520 6.227380 -7.739760 -0.034 0.292 -0.389
S -11.634650 6.246350 -7.107220 -9.598 -0.624 0.409
O -12.160410 7.502950 -7.670080 1.805 -1.033 2.352
O -11.964540 5.702690 -5.785310 0.529 1.946 -1.380
F -12.653990 5.315310 -8.020860 0.458 -0.678 0.182
```
Positions in Å, forces in eV/Å.